# 1
Here is a molecular structure, C38H44N3O4TeZr from the OMol25 dataset. Energies are from ωB97M-V/def2-TZVPD.

The geometry in ORCA input format:
```
! wB97M-V def2-TZVPD RIJCOSX def2/J DEFGRID3
* xyz 2 2
Zr -0.08 -0.06 -0.12
O 1.81 0.11 -0.35
C 2.78 1.05 -0.32
C 4.10 0.66 -0.46
C 5.12 1.58 -0.36
C 4.83 2.92 -0.09
C 3.52 3.32 -0.01
C 2.47 2.41 -0.14
C 1.08 2.89 -0.24
N -0.04 2.16 -0.41
C -1.07 3.07 -0.63
C -0.59 4.32 -0.57
N 0.76 4.19 -0.32
H 4.30 -0.39 -0.66
H 6.15 1.26 -0.47
H 5.63 3.64 0.02
H 3.31 4.37 0.18
H -2.07 2.75 -0.86
H -1.06 5.28 -0.68
H 1.41 4.95 -0.24
C -2.94 -0.62 -1.63
O -2.30 0.12 -0.56
C -3.08 0.06 0.65
C -2.40 0.91 1.69
O -1.10 0.37 2.02
C -1.16 -0.59 3.10
H -3.91 -0.17 -1.83
H -3.07 -1.66 -1.33
H -2.31 -0.56 -2.51
H -3.13 -0.98 0.98
H -4.08 0.43 0.46
H -3.02 0.98 2.58
H -2.23 1.92 1.32
H -1.98 -0.32 3.77
H -0.23 -0.53 3.65
H -1.31 -1.59 2.71
C -1.62 -6.53 7.47
C -1.09 -5.88 6.22
C -1.45 -6.34 4.96
C -0.98 -5.74 3.80
C -1.43 -6.30 2.47
C -0.09 -4.66 3.92
Te 0.64 -3.97 2.05
N -0.45 -2.05 0.40
C -0.23 -2.33 -0.85
O -0.10 -1.28 -1.70
C -0.11 -3.67 -1.46
C -0.95 -4.69 -1.02
C -0.85 -5.95 -1.59
C 0.10 -6.19 -2.58
C 0.93 -5.16 -3.02
C 0.82 -3.90 -2.47
C 2.66 -3.47 2.49
C 3.55 -4.54 2.63
C 3.15 -6.00 2.63
C 4.90 -4.25 2.80
C 5.38 -2.95 2.81
C 6.85 -2.66 3.00
C 4.47 -1.91 2.66
C 3.11 -2.14 2.51
C 2.20 -0.94 2.49
C 0.25 -4.14 5.18
C 1.10 -2.91 5.40
C -0.25 -4.78 6.30
H -2.18 -7.44 7.24
H -2.27 -5.85 8.01
H -0.80 -6.80 8.14
H -2.11 -7.20 4.87
H -2.18 -7.07 2.61
H -0.60 -6.74 1.91
H -1.88 -5.52 1.84
H -1.69 -4.48 -0.26
H -1.51 -6.75 -1.27
H 0.18 -7.17 -3.02
H 1.66 -5.35 -3.80
H 1.45 -3.09 -2.81
H 2.07 -6.15 2.58
H 3.50 -6.48 3.55
H 3.60 -6.52 1.79
H 5.59 -5.07 2.92
H 7.43 -3.58 3.08
H 7.01 -2.07 3.91
H 7.24 -2.08 2.16
H 4.82 -0.88 2.67
H 2.73 -0.08 2.08
H 1.90 -0.68 3.51
H 1.31 -1.12 1.89
H 1.62 -2.60 4.51
H 1.84 -3.10 6.18
H 0.47 -2.09 5.76
H 0.03 -4.40 7.28
*
```

Values from the calculation:
HOMO (spin up / spin down) = -12.78 / -13.35 eV
<S²> = 0.76
LUMO (spin up / spin down) = -0.189 / -0.252 hartree

---

# 2
Here is 11 unconnected molecules or ions with the total composition C28H57NO33S from the OMol25 dataset. Energies are from ωB97M-V/def2-TZVPD.

The geometry in ORCA input format:
```
! wB97M-V def2-TZVPD RIJCOSX def2/J DEFGRID3
* xyz -2 1
S 0.60 0.65 -0.50
O 1.33 1.66 -1.32
O 1.52 -0.13 0.33
O -0.42 1.21 0.40
O -0.11 -0.34 -1.35
C -2.74 3.25 1.42
O -3.42 2.96 2.64
C -3.44 1.70 3.06
O -2.81 0.79 2.62
O -4.31 1.65 4.08
C -4.47 0.45 4.80
H -1.65 3.29 1.48
H -3.06 4.26 1.15
H -3.04 2.57 0.64
H -4.08 -0.42 4.26
H -5.52 0.19 4.94
H -3.93 0.58 5.73
C -3.33 0.15 -1.18
O -4.55 -0.38 -0.68
C -4.45 -1.48 0.05
O -3.43 -1.94 0.47
O -5.68 -1.87 0.39
C -5.85 -2.97 1.22
H -2.66 0.39 -0.35
H -3.55 1.07 -1.72
H -2.77 -0.52 -1.84
H -5.18 -2.86 2.08
H -5.50 -3.91 0.76
H -6.87 -3.17 1.52
C 2.07 0.66 3.87
O 2.23 -0.36 4.83
C 1.34 -1.37 4.85
O 0.38 -1.45 4.17
O 1.61 -2.08 5.96
C 0.57 -2.98 6.36
H 3.01 0.75 3.32
H 1.82 1.65 4.24
H 1.28 0.45 3.15
H -0.37 -2.45 6.21
H 0.65 -3.14 7.43
H 0.66 -3.90 5.79
C -0.57 4.13 -1.67
O -1.80 4.46 -2.30
C -1.84 4.44 -3.61
O -0.99 4.08 -4.38
O -3.04 4.91 -3.99
C -3.29 5.04 -5.39
H 0.26 4.69 -2.12
H -0.32 3.07 -1.61
H -0.57 4.58 -0.67
H -2.49 5.71 -5.72
H -4.27 5.50 -5.49
H -3.23 4.09 -5.92
C -3.93 -5.61 -0.63
O -3.63 -4.80 -1.74
C -2.47 -4.12 -1.76
O -1.72 -4.01 -0.84
O -2.33 -3.62 -2.97
C -1.27 -2.66 -3.16
H -3.68 -5.12 0.31
H -3.28 -6.49 -0.64
H -4.97 -5.91 -0.70
H -1.08 -2.68 -4.23
H -0.43 -2.90 -2.51
H -1.61 -1.66 -2.88
C 2.99 3.08 -5.61
O 3.57 2.46 -4.49
C 4.84 2.17 -4.47
O 5.60 2.18 -5.40
O 5.27 1.82 -3.26
C 4.29 1.60 -2.23
H 2.95 2.32 -6.41
H 3.62 3.87 -6.03
H 1.97 3.44 -5.51
H 3.80 2.52 -1.90
H 4.68 1.12 -1.33
H 3.57 0.88 -2.61
C 2.76 -1.86 -2.11
O 3.01 -3.19 -1.69
C 2.19 -3.87 -0.87
O 1.22 -3.46 -0.31
O 2.54 -5.15 -0.93
C 1.96 -6.01 0.03
H 3.70 -1.50 -2.54
H 2.57 -1.16 -1.28
H 2.00 -1.69 -2.87
H 1.91 -5.51 0.99
H 2.57 -6.92 0.09
H 0.92 -6.24 -0.21
C 3.48 -1.95 2.08
O 3.73 -3.08 2.90
C 2.76 -3.98 3.07
O 1.64 -3.91 2.68
O 3.30 -4.96 3.80
C 2.41 -5.98 4.20
H 2.44 -1.62 2.03
H 3.70 -2.26 1.06
H 4.19 -1.18 2.38
H 2.94 -6.87 4.52
H 1.64 -6.19 3.45
H 1.85 -5.63 5.07
C 1.91 3.50 0.72
O 2.17 4.10 2.01
C 1.66 5.26 2.26
O 0.95 5.90 1.52
O 2.10 5.72 3.45
C 1.57 6.91 3.95
H 2.20 4.17 -0.09
H 0.84 3.39 0.58
H 2.47 2.59 0.59
H 1.69 7.78 3.30
H 1.99 7.14 4.93
H 0.50 6.80 4.14
C 0.53 0.97 -4.33
N 0.04 0.61 -5.68
O -1.17 0.63 -5.83
O 0.84 0.29 -6.53
H -0.18 0.66 -3.56
H 0.48 2.06 -4.26
H 1.47 0.49 -4.09
*
```

Values from the calculation:
HOMO = -1.81 eV
LUMO = 0.142 hartree

---

# 3
Here is C3H5Br2P in the gas phase from the OMol25 dataset. Energies are from ωB97M-V/def2-TZVPD.

The geometry in ORCA input format:
```
! wB97M-V def2-TZVPD RIJCOSX def2/J DEFGRID3
* xyz 0 1
Br 2.91 1.67 0.25
P 1.53 -0.39 -1.08
Br 1.55 -2.07 0.35
C -0.04 0.43 -0.61
C -1.20 -0.49 -0.20
C -0.53 0.24 0.81
H -0.17 1.33 -1.13
H -1.01 -1.58 -0.40
H -2.31 -0.20 -0.49
H -1.04 1.15 1.02
H 0.32 -0.08 1.47
*
```

Values from the calculation:
HOMO = -9.50 eV
energy relative to the best compared isomer or geometry (same formula, charge and spin) = 29.04 kcal/mol
SMILES string = BrP(Br)C1CC1
LUMO = -0.059 hartree

---

# 4
Here is a molecular structure, C24H36N2SiTi from the OMol25 dataset. Energies are from ωB97M-V/def2-TZVPD.

The geometry in ORCA input format:
```
! wB97M-V def2-TZVPD RIJCOSX def2/J DEFGRID3
* xyz 0 3
C -1.55 0.74 1.33
C -1.78 1.25 0.00
C -1.83 0.13 -0.90
H -2.03 2.27 -0.25
C -1.67 -1.07 -0.11
C -1.45 -0.69 1.26
H -1.36 -1.34 2.12
H -1.56 1.34 2.24
H -2.02 0.20 -1.97
H -1.74 -2.08 -0.50
Ti 0.26 0.22 -0.02
C 1.03 -1.38 -1.10
H 0.55 -2.33 -0.78
H 2.12 -1.51 -0.99
H 0.84 -1.26 -2.18
Si 0.97 -0.21 -5.67
C 0.25 1.36 -6.35
C -1.06 1.73 -6.00
H -1.66 1.10 -5.32
C -1.62 2.90 -6.53
H -2.64 3.18 -6.26
C -0.88 3.71 -7.39
H -1.32 4.63 -7.79
C 0.43 3.35 -7.73
H 1.01 3.98 -8.40
C 1.00 2.18 -7.20
H 2.02 1.90 -7.47
C -0.12 -1.63 -6.13
C -0.90 -1.62 -7.30
H -0.82 -0.79 -8.01
C -1.82 -2.65 -7.55
H -2.44 -2.61 -8.44
C -1.94 -3.72 -6.65
H -2.66 -4.52 -6.85
C -1.12 -3.76 -5.52
H -1.21 -4.60 -4.82
C -0.20 -2.74 -5.26
H 0.45 -2.79 -4.38
H 1.04 -0.07 -4.20
H 2.33 -0.48 -6.18
C 0.61 3.29 -0.37
N 1.27 1.97 -0.65
C 1.45 1.85 -2.11
C 2.64 1.90 0.03
C 2.81 0.67 0.94
N 1.53 0.38 1.65
C 1.63 -0.91 2.37
C 1.30 1.46 2.64
H 1.25 3.92 0.27
H -0.36 3.17 0.12
H 0.46 3.82 -1.33
H 2.06 2.70 -2.43
H 1.96 0.92 -2.37
H 0.48 1.89 -2.63
H 3.40 1.87 -0.76
H 2.78 2.83 0.62
H 3.16 -0.20 0.35
H 3.58 0.92 1.69
H 2.50 -0.86 3.04
H 0.73 -1.09 2.97
H 1.77 -1.75 1.68
H 2.00 1.26 3.47
H 1.51 2.44 2.22
H 0.28 1.43 3.03
*
```

Values from the calculation:
HOMO (spin up / spin down) = -4.34 / -7.55 eV
energy relative to the best compared isomer or geometry (same formula, charge and spin) = 1.48 kcal/mol
<S²> = 2.01
LUMO (spin up / spin down) = 0.018 / 0.018 hartree

---

# 5
Here is C8H11Cl3Si in the gas phase from the OMol25 dataset. Energies are from ωB97M-V/def2-TZVPD.

The geometry in ORCA input format:
```
! wB97M-V def2-TZVPD RIJCOSX def2/J DEFGRID3
* xyz 0 1
C -2.06 0.65 -0.55
C -0.63 0.30 -1.01
C -0.53 -1.13 -1.48
C -0.38 -2.12 -0.58
C -0.24 -1.83 0.85
C 0.11 -0.62 1.33
C 0.37 0.54 0.22
C 0.17 1.84 0.97
Si 2.21 0.17 -0.15
Cl 3.00 1.24 -1.62
Cl 3.21 0.76 1.52
Cl 2.77 -1.80 -0.27
H -2.47 1.39 -1.24
H -2.20 0.98 0.50
H -2.55 -0.25 -0.63
H -0.32 0.93 -1.85
H -0.93 -1.17 -2.51
H -0.17 -3.11 -1.10
H -0.08 -2.65 1.57
H 0.27 -0.48 2.39
H 0.25 2.70 0.21
H 0.98 1.85 1.83
H -0.78 1.82 1.61
*
```

Values from the calculation:
HOMO = -8.74 eV
energy relative to the best compared isomer or geometry (same formula, charge and spin) = 33.35 kcal/mol
SMILES string = C[C@@H]1C=CC=C[C@@]1(C)[Si](Cl)(Cl)Cl
LUMO = 0.011 hartree

---

# 6
Here is 2 unconnected molecules or ions with the total composition C2H3IN2O2 from the OMol25 dataset. Energies are from ωB97M-V/def2-TZVPD.

The geometry in ORCA input format:
```
! wB97M-V def2-TZVPD RIJCOSX def2/J DEFGRID3
* xyz 0 1
C 1.06 -0.04 -1.28
C 0.94 -0.16 0.22
N -2.30 0.15 0.80
N -1.25 0.72 0.86
O -2.68 -0.85 0.32
O 1.71 0.78 -0.25
I 1.68 -1.63 1.53
H 1.78 -0.70 -1.90
H 0.19 0.31 -1.76
H -1.14 1.44 1.47
*
```

Values from the calculation:
HOMO (spin up / spin down) = -7.73 / -9.01 eV
energy relative to the best compared isomer or geometry (same formula, charge and spin) = 164.53 kcal/mol
LUMO (spin up / spin down) = -0.029 / -0.014 hartree